Entry 1:
31
Properties=species:S:1:pos:R:3:forces:R:3:lowdin_charge:R:1 method="wB97M-V/def2-TZVPD" homo_ev=-9.12 total_energy_ha=-1903.84311 homo_lumo_gap_ev=7.7
S -1.0715 -8.4278 0.4132 0.6 0.5 0.1 0.7524
S 0.0638 -5.6066 -0.0706 0.1 1.4 -1.4 1.0312
O -1.7212 5.1306 -3.6366 -0.2 -0.4 0.1 0.0706
O 0.2761 -2.5518 -0.8741 1.2 0.4 1.6 0.0536
O -1.8347 2.9872 -4.0471 0.9 2.3 2.7 0.0377
O 1.7647 0.9771 2.3843 -0.9 1.8 -2.2 0.0444
N 1.2055 -0.9714 0.4551 1.3 -0.5 3.2 0.0730
N -0.6237 -6.3689 2.1826 -1.2 0.6 0.8 -0.0781
N 0.3060 -3.0864 1.2801 0.5 2.1 2.3 0.1063
N 1.2650 3.0902 1.4873 -1.8 -0.8 -2.7 0.1856
N -0.3970 -5.0147 2.3190 0.8 0.2 -0.9 -0.0065
N 0.7321 0.0295 -0.2323 -1.8 1.2 -0.9 0.1623
N -1.5651 3.9753 -3.2784 -1.0 -0.7 -3.3 -0.3344
C 0.3649 3.4035 0.3934 -0.4 1.4 -1.2 -0.1714
C -0.0736 4.6915 0.0798 1.3 0.4 0.9 -0.0077
C 1.3104 1.7184 1.4707 1.4 -2.4 2.7 -0.3431
C 0.0981 2.3319 -0.4649 -0.1 1.4 0.0 -0.1130
C 0.6317 -2.2362 0.2730 -1.9 -0.7 -5.5 -0.4537
C -0.5763 -6.8146 0.9822 1.0 0.8 -0.2 -1.0485
C -0.7358 4.9908 -1.1311 1.0 -2.3 -0.2 0.0554
C -0.5727 2.4751 -1.6834 0.0 2.0 1.5 0.1119
C -0.9870 3.8052 -1.9759 0.9 -0.3 1.4 -0.1157
C 0.6922 1.2519 0.2075 1.8 -3.6 0.1 -0.1528
C 0.0362 -4.4083 1.2085 -1.4 -4.2 1.1 -0.5840
H -0.8069 6.0349 -1.4869 -0.5 -1.0 0.2 0.1261
H -0.7500 1.6166 -2.3031 -0.1 0.1 -0.4 0.1303
H 1.7436 -0.7323 1.3072 -0.7 -0.3 -0.2 0.1457
H -0.1113 -8.5214 -0.5442 -0.3 0.1 0.3 -0.1265
H 0.4138 5.3558 0.8501 -1.3 0.4 -1.4 0.1350
H -0.1516 -2.6639 2.0998 0.8 -0.3 -0.1 0.1762
H 1.0743 3.5387 2.3348 0.1 0.7 1.6 0.1379

---

Entry 2:
129
Properties=species:S:1:pos:R:3:forces:R:3:lowdin_charge:R:1 method="wB97M-V/def2-TZVPD" homo_ev=-11.78 total_energy_ha=-3724.32454 charge=+1 homo_lumo_gap_ev=6.8
S 0.5304 0.8186 -1.4585 -1.0 -2.1 0.7 0.7891
P 2.1764 2.0853 -0.7742 1.0 1.1 0.4 0.7962
O 0.8876 5.5953 -2.5999 -0.3 0.2 -0.5 -0.0689
O 6.4221 -3.1731 4.9108 0.0 -0.2 -0.4 -0.0584
O -2.2064 -0.6089 -5.1136 0.4 0.3 0.4 -0.0579
O -5.2187 -2.5723 -2.0314 0.0 -0.3 -0.1 -0.0622
O -4.3188 2.8026 0.7718 0.2 0.0 -0.1 -0.0747
O 5.0191 -1.8762 2.3375 -0.2 -0.1 0.1 -0.0620
O 7.1429 -5.8197 -1.9596 -0.2 0.2 -0.2 -0.0505
O 2.3197 -1.6795 3.7243 -0.4 0.0 -0.4 -0.0629
O -6.3287 -2.1863 1.6835 0.5 0.1 -0.4 -0.0524
O 3.0289 5.1020 -4.8107 -0.4 0.1 0.3 -0.0580
O -2.3679 3.3810 -1.6992 -0.1 -0.3 0.0 -0.0632
O 1.0309 -4.2899 5.1501 0.1 -0.1 -0.6 -0.0566
O 6.5127 -2.3600 -2.6831 -0.4 0.2 -0.1 -0.0695
O 0.2802 2.2360 3.9968 -0.3 -0.2 0.2 -0.0650
O -1.8710 -2.7014 -2.2549 0.2 0.4 0.1 -0.0674
O -7.6109 2.6542 4.6196 0.4 -0.2 -0.3 -0.0618
O 1.9382 2.1294 6.5771 -0.1 -0.4 -0.2 -0.0648
O 0.1671 -2.2653 -4.6988 0.3 0.0 0.4 -0.0594
O 7.8816 -4.0144 -4.5274 0.3 -0.2 -0.4 -0.0537
O -6.6580 5.5181 0.4519 -0.3 -0.4 0.0 -0.0694
O 0.8976 2.4327 -4.5457 0.0 -0.1 0.5 -0.0649
O 0.4217 -4.5889 0.2962 0.0 -0.4 -0.1 -0.0699
O 5.7268 3.3002 0.8020 0.3 0.3 -0.1 -0.0653
O -8.1516 -4.4085 1.0646 0.4 -0.1 -0.3 -0.0695
O -8.2355 7.7360 2.0665 0.1 0.4 -0.2 -0.0579
O 4.9319 -4.0643 -0.3041 0.3 0.0 -0.1 -0.0825
O -3.2994 4.1519 -4.6167 0.0 0.3 -0.1 -0.0510
O -0.2312 -7.3858 1.2794 0.4 0.2 -0.1 -0.0642
O -7.0244 1.7351 1.4142 0.3 -0.1 -0.2 -0.0455
O 7.9685 -3.1341 0.3070 -0.3 -0.4 -0.2 -0.0552
O -5.4787 4.0143 -1.6683 0.2 0.2 -0.2 -0.0620
O -8.8211 -0.1848 3.1829 -0.2 0.2 -0.3 -0.0687
N 1.1320 -0.6666 -2.1831 1.4 2.3 2.3 -0.2673
N -2.6683 -0.4712 2.5253 3.8 1.3 -4.8 0.0210
C 2.3426 -2.3040 -0.6213 -0.5 -0.9 -2.5 -0.0225
C 2.3465 -1.0635 -1.7446 1.1 -1.6 1.4 -0.3047
C -1.1838 -0.4386 2.6871 -0.2 0.7 -3.2 -0.0784
C 3.1869 1.2812 0.6144 1.2 -0.2 1.6 -0.4420
C -0.0547 -0.0920 1.5131 -3.8 0.2 -1.0 -0.0117
C 2.9527 1.8883 2.1183 -0.6 -1.0 1.3 -0.1635
C 3.8278 -0.5540 -2.2811 -1.2 0.9 -0.2 -0.0517
C -0.5654 0.3042 0.0230 -3.8 -1.7 4.0 -0.3165
C -2.2278 0.2538 -0.1709 2.3 -0.9 3.5 0.0064
C -3.1717 -0.1605 1.1484 3.2 0.3 -0.3 -0.0370
C 1.2642 3.6788 -0.1210 -0.3 0.8 -0.6 -0.2759
H 2.3100 -1.9259 0.4841 0.2 -0.5 -2.2 0.0861
H -1.1035 -2.1599 -2.4928 -0.3 -0.3 0.1 -0.0187
H -2.6302 -2.1408 -2.4745 0.0 -0.3 0.0 0.0168
H -4.5341 3.7987 -1.6604 -0.2 0.0 0.1 -0.0005
H 8.7809 -4.2742 -4.2774 -0.2 0.1 0.0 0.0652
H -7.7039 -3.5930 1.3355 -0.1 -0.2 0.3 -0.0124
H 1.0823 -0.1266 1.7616 -2.4 0.1 -0.3 0.0599
H 1.2360 -5.0849 0.1233 -0.1 0.1 0.0 0.0558
H 7.6253 -3.1465 -0.5991 0.2 0.2 0.1 -0.0040
H -5.1904 -3.5074 -1.7789 0.0 0.3 -0.1 0.0475
H -2.7943 4.8476 -5.0637 -0.1 -0.3 0.1 0.0513
H 0.1295 -1.6369 -3.9621 0.2 -0.1 -0.2 -0.0183
H 6.8676 -6.5050 -2.5871 0.1 0.2 0.3 0.0585
H 3.2314 -3.0534 -0.8502 -1.5 1.8 0.9 0.0772
H -7.0013 1.9305 4.8284 -0.3 0.2 0.0 0.0387
H -2.7066 0.4896 -1.2098 0.9 -0.7 2.2 0.0973
H 6.6714 3.0846 0.8099 -0.3 0.0 0.0 0.0558
H 2.9495 0.9476 2.8558 0.1 2.0 -1.5 0.0820
H 0.0942 3.5288 -0.1052 2.4 0.4 0.2 0.0586
H 4.3371 1.4738 0.3618 -2.6 -0.3 0.2 0.0838
H -8.9947 8.2967 1.8469 0.2 -0.3 0.1 0.0478
H -6.1251 1.4753 1.6642 -0.2 0.2 0.0 0.0302
H 3.8228 2.5782 2.5162 -1.9 -1.3 -1.2 0.0949
H 1.5949 2.1170 5.6711 0.1 0.1 0.1 -0.0141
H -5.0780 3.3633 0.5522 0.1 0.1 0.1 0.0113
H -7.4270 -5.0016 0.8151 -0.4 0.2 0.2 0.0304
H -2.3396 2.4458 -1.4467 0.0 0.3 0.0 -0.0085
H -0.2503 -6.4210 1.1913 0.0 -0.2 0.1 -0.0089
H 7.8999 -4.0103 -5.4963 -0.1 -0.1 0.3 0.0627
H 1.3498 -2.9284 -0.8546 2.1 1.7 0.8 0.0837
H 2.1813 4.7445 -5.1153 0.3 -0.1 0.0 0.0239
H 0.4246 -4.5855 4.4544 0.1 0.0 0.3 0.0390
H -7.0061 1.7391 0.4454 -0.1 0.0 0.3 0.0571
H -2.7111 3.3685 -2.6052 0.1 0.2 -0.3 0.0181
H 2.8785 5.2940 -3.8729 0.2 -0.2 -0.3 0.0111
H 5.3796 -3.2488 -0.0332 0.0 -0.2 0.2 0.0177
H 1.5267 4.5041 -0.9368 -0.7 -1.9 1.7 0.0309
H 1.8451 -4.7860 4.9772 -0.2 0.1 0.2 0.0456
H 1.9483 -2.4431 3.2574 0.0 0.1 0.4 0.0410
H 1.4120 1.6906 -4.1943 0.0 0.2 -0.2 0.0112
H -0.7423 -0.6759 3.7638 -1.3 0.5 -2.5 0.1180
H -5.4293 -2.4461 1.9335 -0.3 0.0 0.1 0.0502
H 7.9969 -4.0692 0.5594 0.1 0.3 -0.1 0.0454
H -0.0912 1.4724 3.5299 0.1 0.3 0.0 -0.0158
H -6.3104 -2.1822 0.7146 0.0 0.1 0.1 0.0368
H -1.4819 -1.2020 -5.3630 -0.2 -0.1 0.0 0.0093
H -7.0295 4.7546 -0.0150 0.2 0.2 0.1 0.0211
H 1.6279 -1.4323 4.3562 0.4 -0.2 0.0 0.0483
H 1.6981 4.0620 0.8921 -1.0 -1.1 -1.7 0.0658
H 4.2362 -1.2960 -3.1167 -1.0 1.3 2.1 0.1050
H -9.7009 -0.1307 2.7804 0.3 0.0 0.2 0.0417
H -0.4116 2.4832 4.6286 0.1 0.1 -0.1 0.0710
H 4.1380 -1.9485 2.7342 0.2 0.2 0.1 -0.0070
H 7.2363 -3.6691 4.7378 -0.2 0.2 0.1 0.0493
H -5.4979 4.9791 -1.7564 -0.1 -0.2 0.1 0.0550
H -4.1792 4.2060 -5.0192 0.2 -0.1 0.2 0.0581
H 4.5918 -0.4474 -1.3723 -1.7 -0.5 -2.1 0.1129
H 7.2959 -5.0411 -2.5157 0.0 -0.2 0.0 0.0011
H -0.0802 5.6085 -2.5527 0.2 0.0 0.1 0.0587
H 5.8157 -3.4687 4.2151 0.2 0.0 0.2 0.0212
H -5.5620 -2.5848 -2.9374 0.1 0.1 0.3 0.0518
H 1.0976 6.2504 -3.2824 -0.1 0.0 0.2 0.0554
H 1.8821 2.3818 2.2808 2.5 -0.9 -0.5 0.0534
H 0.7135 -7.6014 1.2873 -0.4 -0.1 0.0 0.0376
H 5.6079 -1.7493 3.0967 0.0 0.1 -0.2 0.0309
H -1.7587 0.2066 -4.8426 -0.2 -0.1 -0.3 0.0277
H -7.3499 5.7653 1.0837 0.1 0.2 0.0 0.0232
H 0.8600 3.0611 -3.8090 0.0 -0.1 -0.2 0.0055
H 5.6565 -4.6574 -0.5535 -0.2 -0.1 -0.1 0.0117
H 1.9665 1.1943 6.8296 0.0 0.4 0.0 0.0358
H 3.0669 0.1199 0.6656 0.1 2.2 -0.3 0.0516
H 0.6815 -3.0074 -4.3474 -0.3 0.1 -0.2 0.0572
H -3.5513 3.3442 0.5339 -0.3 -0.1 0.1 0.0353
H -7.5604 2.7319 3.6551 -0.1 0.0 0.2 0.0077
H -8.3160 0.5109 2.7360 -0.1 -0.2 0.0 -0.0161
H 5.7076 4.2650 0.7139 0.0 -0.3 0.1 0.0529
H 6.6656 -1.5814 -3.2391 0.2 -0.3 0.2 0.0536
H 6.2374 -3.0452 -3.3105 0.3 0.1 0.1 0.0254
H -4.3491 -0.2211 0.9646 3.0 0.2 0.6 0.1128
H 3.6494 0.4925 -2.8223 0.5 -2.2 1.3 0.0792
H -7.4680 8.2776 1.8286 -0.2 -0.2 0.1 0.0465
H -0.1846 -4.8845 -0.3995 0.0 0.2 0.1 0.0632

---

Entry 3:
46
Properties=species:S:1:pos:R:3:forces:R:3:lowdin_charge:R:1 method="wB97M-V/def2-TZVPD" homo_ev=-0.77 total_energy_ha=-3072.28120 charge=-2 homo_lumo_gap_ev=5.4
In -0.1949 -0.8048 -0.1330 -1.0 -0.3 -0.4 0.9914
Cl 2.2765 -2.7587 1.1241 0.0 0.1 0.2 0.6458
F -2.7533 0.7882 0.5000 -0.1 0.0 0.1 0.0890
F 1.8307 0.5648 -3.7984 0.0 0.1 0.0 0.1477
F -2.1587 -0.2708 -4.6570 0.0 0.0 0.0 0.1533
F -2.7567 1.4146 -2.6995 0.0 0.0 0.0 0.1584
F -1.5324 3.0417 -3.4320 0.0 -0.1 0.0 0.1200
F -0.1107 -0.4306 -5.3090 0.0 0.1 0.0 0.1449
F 0.9957 2.4891 -4.3057 -0.1 0.0 0.0 0.1275
F -1.1862 2.2219 -1.4625 0.0 0.0 -0.1 0.1496
F -1.0110 -3.9692 0.2187 -0.1 0.1 -0.3 0.0781
F -1.1878 1.4206 -5.5802 0.0 0.1 0.0 0.1223
F 1.3298 1.9589 -2.2356 -0.1 0.0 -0.1 0.1329
F -2.2556 -3.2791 -1.4926 0.2 0.1 0.0 0.0832
F -1.0750 1.8767 1.6384 -0.1 0.0 0.2 0.0910
O 2.4433 -4.1852 1.2441 0.0 0.3 -0.1 -0.3488
O -0.4467 -0.2868 -2.5215 0.1 0.2 0.3 -0.1905
O 3.4499 -2.0772 1.6330 -0.2 -0.2 -0.1 -0.3711
O 2.0943 -2.3979 -0.2878 0.0 0.1 0.2 -0.4259
O 1.0960 -2.3259 1.8479 0.3 -0.1 -0.1 -0.4004
N 2.4166 2.0536 0.8186 0.1 -0.1 -0.1 0.0771
N 2.3846 0.7720 0.5700 0.3 0.1 -0.1 0.0201
N 4.0005 1.6504 -0.6795 0.0 -0.1 0.0 0.1146
N 3.6572 3.8921 0.0152 0.0 -0.1 -0.2 0.1057
N 3.3749 2.5308 0.0620 -0.1 0.2 0.1 -0.3183
C -1.4870 -0.9978 4.8797 0.0 0.0 0.0 -0.1042
C -1.2493 -0.1510 3.8058 0.1 0.0 0.1 -0.0492
C 3.3612 0.5413 -0.3323 -0.1 -0.2 0.1 -0.2092
C -2.8153 -1.3814 2.4788 0.0 -0.1 0.1 -0.0524
C -1.9158 -0.3171 2.5899 -0.1 0.1 0.0 -0.1466
C -2.3964 -2.0426 4.7560 0.0 0.0 0.0 -0.1223
C -0.5072 0.7951 -3.2759 0.2 0.2 -0.1 -0.3726
C -3.0539 -2.2377 3.5478 0.0 0.0 -0.1 -0.0957
C 0.9176 1.4696 -3.4176 0.0 -0.2 0.1 -0.5247
C -1.5028 1.8857 -2.7130 0.1 -0.1 0.1 -0.5307
C -0.9977 0.3909 -4.7206 0.0 -0.2 0.2 -0.5328
B -1.2499 -2.9457 -0.6424 0.1 -0.1 0.4 -0.6000
B -1.7008 0.6793 1.3863 0.6 0.0 -0.5 -0.8993
H -3.7493 -3.0632 3.4356 0.0 0.0 0.0 0.0916
H -2.5823 -2.7077 5.5926 0.0 0.0 0.0 0.0826
H 3.5783 -0.4423 -0.7176 0.0 0.1 0.0 0.0986
H 4.5537 4.0367 0.4620 0.0 0.0 0.2 0.0765
H -3.3264 -1.5360 1.5343 0.0 0.0 0.0 0.1112
H 2.9290 4.3328 0.5634 -0.1 0.0 0.0 0.0833
H -0.5292 0.6563 3.8929 0.0 0.0 0.0 0.1108
H -0.9572 -0.8546 5.8165 0.0 0.0 0.0 0.0877

---

Entry 4:
25
Properties=species:S:1:pos:R:3:forces:R:3:lowdin_charge:R:1 method="wB97M-V/def2-TZVPD" homo_ev=-9.69 total_energy_ha=-5921.81694 homo_lumo_gap_ev=7.3
Br 2.0436 0.9928 1.9856 -0.8 -1.1 -2.2 0.6439
Br 1.6448 -0.2645 -2.8104 0.5 0.8 2.2 0.6244
F -3.0968 1.7879 -0.4153 3.2 -1.3 0.4 -0.1132
F -0.6150 -4.9191 0.2517 -0.7 4.9 0.3 -0.0321
O -3.8947 -0.9858 0.3635 8.4 -1.7 -1.3 -0.0198
O 1.5223 -2.7590 0.9565 -8.0 2.9 -2.7 -0.0219
C -1.0632 2.4701 0.8988 0.7 0.2 -1.0 -0.0786
C -0.8924 -3.4647 0.2917 -3.3 1.9 -0.7 -0.0515
C -2.5967 -1.2976 0.1708 -5.4 0.5 1.0 -0.1432
C 0.2905 -2.3435 0.5495 5.4 -2.4 1.6 -0.1123
C 2.1719 0.4815 -1.0279 -0.8 0.3 4.6 -0.6225
C -1.3813 -0.1525 0.0732 3.0 -2.7 0.7 0.0266
C 0.0136 -0.7177 0.2706 -2.5 1.2 -0.5 -0.0785
C -2.2778 -2.9371 0.0876 4.1 -1.4 0.6 0.0876
C 3.5562 1.4027 -0.9169 0.2 -0.1 -0.3 -0.1700
C -1.6396 1.4388 -0.2481 -0.7 0.6 -0.3 -0.2084
C 1.3879 0.2152 0.2172 0.7 -0.4 -3.7 -0.5518
H 0.0736 2.6801 0.6010 -2.5 -0.6 0.9 0.0617
H -3.1228 -3.7512 -0.0861 1.7 2.3 0.5 0.1455
H -1.1627 1.6346 -1.3249 -1.0 -0.4 2.5 0.1646
H 4.2190 1.2945 -1.8803 -1.5 0.0 1.8 0.0769
H 3.3228 2.5578 -0.8029 0.2 -2.5 -0.2 0.0937
H -1.5938 3.5348 0.8039 0.9 -2.6 0.2 0.1072
H -1.1420 2.0164 1.9789 0.1 1.0 -2.3 0.0947
H 4.2327 1.0853 0.0122 -1.8 0.5 -2.0 0.0771

---

Entry 5:
23
Properties=species:S:1:pos:R:3:forces:R:3:lowdin_charge:R:1 method="wB97M-V/def2-TZVPD" homo_ev=-15.22 total_energy_ha=-5798.56141 charge=+2 homo_lumo_gap_ev=6.7
Tl -0.0463 -0.1235 -0.0072 0.2 0.0 0.2 1.4161
Br -6.5979 -1.3297 0.2023 0.0 0.0 0.0 0.8959
Br 2.0030 -1.9018 -1.3119 0.0 0.0 0.0 0.9386
N 2.0477 0.4591 0.0532 -0.1 0.1 -0.1 -0.1581
C -2.0951 -0.4849 0.1047 -0.2 0.0 -0.1 -0.3659
C -4.7648 -0.9845 0.1687 -0.1 0.0 0.0 -0.6579
C 2.5459 1.5896 0.5995 0.0 0.0 0.0 -0.0671
C 3.8800 1.9039 0.4745 0.0 0.0 0.0 0.0164
C -2.5058 -1.7804 0.3990 0.1 0.1 0.0 -0.1070
C -4.3160 0.3020 -0.1195 0.0 0.0 0.0 -0.0793
C 4.7142 1.0361 -0.2194 0.0 0.0 0.0 0.0406
C 4.2029 -0.1321 -0.7793 0.0 0.0 0.0 -0.0274
C -3.8691 -2.0178 0.4335 0.0 0.0 0.0 -0.0789
C -2.9588 0.5726 -0.1587 0.0 0.0 0.1 -0.1090
C 2.8622 -0.3748 -0.6181 0.0 0.0 0.0 -0.7017
H 5.7669 1.2637 -0.3290 0.0 0.0 0.0 0.1460
H 1.8537 2.2286 1.1325 0.0 0.0 0.0 0.1374
H 4.8291 -0.8249 -1.3232 0.0 0.0 0.0 0.1380
H 4.2572 2.8139 0.9186 0.0 0.0 0.0 0.1408
H -4.2349 -3.0081 0.6678 0.0 0.0 0.0 0.1264
H -1.8192 -2.5890 0.6129 0.0 0.0 0.0 0.1158
H -2.6229 1.5778 -0.3761 0.0 0.0 0.0 0.1139
H -5.0254 1.0953 -0.3115 0.0 0.0 0.0 0.1264